A cluster of 22 separate species, C44H132O22S22 in total. Source: the OMol25 dataset; level of theory: ωB97M-V with the def2-TZVPD basis set.

Geometry (Å):
1 C -5.08 5.35 -1.81
2 S -3.94 5.15 -0.35
3 O -4.62 4.70 0.95
4 C -2.90 3.74 -0.93
5 H -5.20 6.41 -2.00
6 H -6.00 4.85 -1.51
7 H -4.66 4.96 -2.74
8 H -2.33 4.21 -1.73
9 H -3.58 3.07 -1.46
10 H -2.31 3.33 -0.11
11 C 2.67 4.87 3.95
12 S 3.52 3.94 2.60
13 O 4.02 2.72 3.41
14 C 2.03 3.35 1.70
15 H 2.10 5.72 3.57
16 H 3.31 5.20 4.76
17 H 1.92 4.22 4.41
18 H 2.38 2.91 0.77
19 H 1.29 4.11 1.44
20 H 1.49 2.60 2.28
21 C 0.46 -0.84 -1.11
22 S 0.67 0.62 -0.01
23 O -0.22 1.60 -0.65
24 C -0.36 0.14 1.48
25 H 1.07 -1.69 -0.82
26 H 0.69 -0.49 -2.12
27 H -0.61 -0.99 -0.95
28 H -0.11 -0.88 1.77
29 H -1.37 0.22 1.09
30 H -0.41 0.84 2.32
31 C -1.03 8.89 -0.60
32 S -1.25 7.33 0.48
33 O -0.23 6.31 0.09
34 C -0.36 7.99 1.94
35 H -1.46 9.74 -0.07
36 H -1.53 8.63 -1.53
37 H -0.03 9.17 -0.94
38 H -0.25 7.20 2.68
39 H -0.92 8.79 2.42
40 H 0.60 8.43 1.67
41 C -4.54 -3.44 -3.48
42 S -6.30 -3.71 -3.15
43 O -6.79 -3.81 -4.55
44 C -6.17 -5.41 -2.46
45 H -4.22 -4.12 -4.26
46 H -3.99 -3.76 -2.60
47 H -4.22 -2.41 -3.67
48 H -7.04 -5.72 -1.88
49 H -5.32 -5.54 -1.78
50 H -6.15 -6.10 -3.30
51 C 6.69 -5.54 -4.74
52 S 4.92 -5.24 -4.55
53 O 4.47 -6.12 -3.38
54 C 5.11 -3.46 -3.96
55 H 7.24 -5.73 -3.82
56 H 7.26 -4.81 -5.32
57 H 6.80 -6.51 -5.22
58 H 4.25 -3.20 -3.34
59 H 5.22 -2.74 -4.78
60 H 5.98 -3.44 -3.30
61 C 2.47 3.25 9.59
62 S 2.08 3.80 7.85
63 O 0.76 4.52 8.02
64 C 1.75 2.14 7.22
65 H 2.97 4.00 10.20
66 H 3.14 2.39 9.65
67 H 1.63 2.86 10.15
68 H 1.42 2.31 6.19
69 H 0.89 1.71 7.74
70 H 2.70 1.63 7.34
71 C 0.61 -0.57 5.02
72 S -0.89 -1.72 4.90
73 O -1.04 -2.26 6.33
74 C -2.24 -0.42 4.72
75 H 0.68 0.26 4.32
76 H 1.52 -1.15 4.85
77 H 0.54 -0.09 5.99
78 H -2.06 0.28 3.91
79 H -2.34 0.21 5.61
80 H -3.19 -0.91 4.52
81 C -4.88 -0.93 1.34
82 S -5.48 -1.55 -0.31
83 O -6.10 -2.93 -0.18
84 C -6.84 -0.32 -0.52
85 H -4.11 -1.52 1.83
86 H -5.72 -0.93 2.04
87 H -4.58 0.11 1.19
88 H -7.45 -0.63 -1.37
89 H -6.40 0.67 -0.64
90 H -7.37 -0.43 0.42
91 C -2.93 -4.71 0.70
92 S -1.69 -3.68 -0.27
93 O -2.28 -2.31 -0.28
94 C -0.39 -3.61 1.03
95 H -2.67 -5.75 0.88
96 H -3.95 -4.80 0.34
97 H -2.89 -4.11 1.61
98 H 0.04 -4.61 1.16
99 H -0.73 -3.20 1.99
100 H 0.36 -2.93 0.63
101 C -1.74 4.12 2.55
102 S -0.86 4.25 4.15
103 O -0.03 2.96 4.31
104 C -2.35 3.98 5.27
105 H -2.06 3.08 2.53
106 H -1.13 4.33 1.67
107 H -2.58 4.80 2.46
108 H -3.16 4.55 4.83
109 H -2.24 4.29 6.31
110 H -2.59 2.92 5.26
111 C -0.89 -5.72 4.72
112 S -1.65 -6.80 3.47
113 O -0.72 -6.95 2.26
114 C -1.61 -8.43 4.43
115 H -1.56 -5.56 5.56
116 H -0.59 -4.78 4.26
117 H 0.11 -6.05 5.02
118 H -2.03 -9.21 3.80
119 H -2.16 -8.33 5.37
120 H -0.56 -8.66 4.62
121 C -5.73 2.04 5.47
122 S -5.44 1.51 3.79
123 O -3.95 1.49 3.41
124 C -6.06 3.03 2.96
125 H -6.81 1.95 5.62
126 H -5.55 3.11 5.57
127 H -5.11 1.44 6.14
128 H -5.96 3.04 1.87
129 H -5.60 3.98 3.21
130 H -7.13 3.10 3.13
131 C -0.15 6.05 -3.39
132 S 0.66 4.62 -4.21
133 O 2.00 5.01 -4.82
134 C 1.00 3.58 -2.66
135 H -1.16 5.87 -3.02
136 H -0.33 6.76 -4.19
137 H 0.46 6.47 -2.58
138 H 1.49 2.63 -2.88
139 H 0.07 3.29 -2.17
140 H 1.66 4.12 -1.98
141 C -0.38 -4.30 -4.80
142 S 1.28 -3.95 -4.01
143 O 1.19 -2.66 -3.19
144 C 1.36 -5.42 -2.88
145 H -1.17 -4.25 -4.05
146 H -0.34 -5.26 -5.32
147 H -0.64 -3.59 -5.58
148 H 2.30 -5.60 -2.36
149 H 1.37 -6.38 -3.40
150 H 0.49 -5.64 -2.26
151 C -2.36 0.03 -3.22
152 S -1.65 -0.79 -4.71
153 O -2.96 -0.89 -5.58
154 C -0.81 0.67 -5.44
155 H -2.88 -0.67 -2.58
156 H -3.04 0.73 -3.71
157 H -1.63 0.60 -2.64
158 H 0.23 0.69 -5.11
159 H -1.32 1.59 -5.14
160 H -0.75 0.72 -6.52
161 C 5.96 -3.24 0.35
162 S 4.75 -4.60 -0.29
163 O 4.73 -5.87 0.51
164 C 3.14 -3.71 -0.23
165 H 5.87 -2.40 -0.34
166 H 6.99 -3.59 0.31
167 H 5.86 -3.02 1.41
168 H 3.19 -3.07 0.66
169 H 2.33 -4.43 -0.23
170 H 3.04 -3.13 -1.14
171 C -3.29 6.09 -5.77
172 S -3.15 4.22 -5.69
173 O -2.61 3.83 -4.31
174 C -1.74 4.09 -6.92
175 H -3.26 6.41 -6.81
176 H -2.43 6.52 -5.26
177 H -4.25 6.39 -5.35
178 H -2.07 4.23 -7.95
179 H -1.45 3.04 -7.02
180 H -0.90 4.73 -6.67
181 C 3.42 -3.85 5.74
182 S 3.63 -5.47 4.94
183 O 2.48 -6.38 5.41
184 C 3.17 -5.13 3.19
185 H 4.05 -3.23 5.11
186 H 3.81 -3.89 6.76
187 H 2.41 -3.46 5.72
188 H 2.61 -5.96 2.76
189 H 4.11 -4.88 2.70
190 H 2.47 -4.31 3.09
191 C 4.57 0.08 1.30
192 S 3.39 -0.16 2.73
193 O 3.09 -1.63 2.80
194 C 4.53 -0.06 4.19
195 H 4.03 -0.11 0.37
196 H 5.36 -0.67 1.27
197 H 5.11 1.02 1.46
198 H 4.86 -1.07 4.42
199 H 3.94 0.43 4.96
200 H 5.36 0.65 4.11
201 C 4.45 1.83 -2.30
202 S 3.98 0.28 -3.33
203 O 4.47 -0.92 -2.51
204 C 5.29 0.49 -4.63
205 H 4.31 2.72 -2.91
206 H 5.49 1.70 -2.00
207 H 4.05 1.91 -1.29
208 H 5.44 -0.48 -5.11
209 H 6.16 0.83 -4.07
210 H 5.04 1.32 -5.29
211 C 2.14 -2.35 -7.51
212 S 3.62 -1.33 -8.01
213 O 4.79 -1.69 -7.08
214 C 3.97 -1.96 -9.77
215 H 1.76 -2.12 -6.51
216 H 2.20 -3.43 -7.63
217 H 1.24 -2.12 -8.07
218 H 5.05 -1.92 -9.93
219 H 3.48 -1.31 -10.50
220 H 3.70 -3.00 -9.97

The calculation puts the highest occupied orbital energy at -0.285 Eh. The gap between HOMO and LUMO comes out at 7.61 eV. The electronic energy comes out at -331166.812 eV. The calculation puts the energy above the lowest of the compared OMol25 structures with the same formula, charge and spin at 436.2 kJ/mol.

Here are the Löwdin charges for atoms 1 to 99, given in e: -0.217 0.822 -0.583 -0.210 0.038 0.052 0.025 0.017 0.053 0.036 -0.252 0.893 -0.610 -0.252 0.038 0.052 0.001 0.016 0.043 0.026 -0.229 0.814 -0.577 -0.199 0.026 0.041 0.015 0.032 0.051 0.023 -0.223 0.814 -0.583 -0.253 0.045 0.028 0.056 0.030 0.049 0.061 -0.254 0.813 -0.572 -0.244 0.061 0.023 0.028 0.046 0.033 0.051 -0.289 0.837 -0.583 -0.239 0.059 0.055 0.039 0.007 0.021 0.046 -0.254 0.827 -0.580 -0.276 0.041 0.039 0.055 0.014 0.066 0.054 -0.224 0.838 -0.590 -0.242 0.020 0.012 0.034 0.007 0.049 0.036 -0.251 0.801 -0.591 -0.230 0.043 0.030 0.034 0.050 0.044 0.043 -0.213 0.836 -0.594 -0.232 0.029 0.036 0.036 0.045 0.037

---

A cluster of 5 separate species, C37H39N3O11P in total. Source: the OMol25 dataset; level of theory: ωB97M-V with the def2-TZVPD basis set.

Geometry (Å):
1 C 1.92 -4.31 -2.19
2 C 1.40 -3.20 -3.12
3 C 1.76 -1.82 -2.51
4 C 0.52 -0.96 -2.22
5 C 0.94 0.23 -1.33
6 C -0.31 0.91 -0.72
7 C -1.38 1.27 -1.71
8 C -2.61 0.65 -1.65
9 C -2.90 -0.41 -0.63
10 C -4.09 -1.31 -0.96
11 C -3.77 -2.75 -0.57
12 N -4.52 -3.73 -1.22
13 O -2.91 -3.05 0.24
14 C -3.57 1.06 -2.57
15 N -3.39 1.96 -3.49
16 N -2.19 2.47 -3.52
17 C -1.18 2.21 -2.73
18 P 0.37 3.20 -3.12
19 O 1.15 3.44 -1.72
20 O 1.26 2.13 -4.00
21 H 2.96 -4.15 -1.92
22 H 1.78 -5.29 -2.65
23 H 1.36 -4.28 -1.26
24 H 0.32 -3.33 -3.21
25 H 1.85 -3.26 -4.11
26 H 2.43 -1.23 -3.14
27 H 2.22 -1.99 -1.54
28 H -0.21 -1.54 -1.66
29 H 0.09 -0.58 -3.15
30 H 1.49 -0.18 -0.48
31 H 1.57 0.94 -1.85
32 H -0.76 0.34 0.08
33 H 0.01 1.86 -0.28
34 H -2.96 -0.01 0.38
35 H -2.03 -1.07 -0.62
36 H -4.98 -1.00 -0.42
37 H -4.29 -1.33 -2.03
38 H -3.99 -4.59 -1.29
39 H -4.80 -3.45 -2.15
40 H -4.55 0.60 -2.51
41 H -2.03 3.18 -4.24
42 H 2.08 3.65 -1.92
43 H 0.71 1.41 -4.34
44 C -3.38 6.15 1.51
45 C -2.30 5.84 0.80
46 C -2.38 4.89 -0.34
47 O -1.39 4.60 -0.98
48 C -3.71 4.30 -0.64
49 C -4.79 4.61 0.07
50 C -4.71 5.56 1.21
51 O -5.68 5.85 1.86
52 H -3.34 6.85 2.35
53 H -1.32 6.26 1.00
54 H -3.75 3.61 -1.47
55 H -5.76 4.19 -0.13
56 C 2.91 2.21 0.57
57 C 2.84 1.69 1.79
58 C 4.03 1.64 2.66
59 O 3.97 1.17 3.78
60 C 5.30 2.20 2.12
61 C 5.36 2.72 0.90
62 C 4.17 2.76 0.03
63 O 4.20 3.24 -1.09
64 H 2.06 2.26 -0.09
65 H 1.92 1.29 2.19
66 H 6.16 2.15 2.78
67 H 6.28 3.13 0.49
68 C -2.57 2.83 3.71
69 C -2.37 1.82 2.87
70 C -1.18 0.94 2.99
71 O -0.99 0.02 2.21
72 C -0.22 1.23 4.08
73 C -0.42 2.24 4.93
74 C -1.61 3.12 4.81
75 O -1.79 4.03 5.58
76 H -3.43 3.48 3.65
77 H -3.06 1.59 2.07
78 H 0.64 0.57 4.15
79 H 0.27 2.46 5.73
80 C 2.57 -7.05 0.57
81 C 2.48 -7.59 1.79
82 C 3.68 -7.77 2.64
83 O 3.60 -8.26 3.74
84 C 4.98 -7.31 2.09
85 C 5.07 -6.77 0.88
86 C 3.87 -6.60 0.02
87 O 3.94 -6.10 -1.08
88 H 1.70 -6.92 -0.06
89 H 1.54 -7.93 2.21
90 H 5.85 -7.45 2.73
91 H 6.01 -6.43 0.46

The calculation puts the highest occupied orbital energy at -0.428 Eh. Its net charge is +1. The gap between HOMO and LUMO comes out at 7.39 eV. The electronic energy comes out at -75273.073 eV.

So, what does the Löwdin scheme give us? The charges, in e, come out as: -0.125 -0.242 -0.197 -0.194 -0.173 -0.127 -0.125 -0.094 -0.106 -0.090 -0.510 0.150 0.076 -0.043 0.130 0.036 -0.240 0.912 -0.275 -0.252 0.058 0.073 0.077 0.097 0.102 0.116 0.104 0.113 0.106 0.117 0.083 0.080 0.110 0.119 0.107 0.138 0.102 0.112 0.093 0.128 0.168 0.066 0.055 0.033 0.028 -0.360 0.067 0.019 0.038 -0.383 0.135 0.132 0.128 0.090 0.128 0.016 0.043 -0.374 0.120 0.037 0.031 -0.360 0.098 0.066 0.104 0.128 0.127 0.031 0.020 -0.370 0.082 0.016 0.041 -0.377 0.132 0.122 0.108 0.122 0.131 0.020 0.024 -0.385 0.116 0.024 0.022 -0.374 0.086 0.118 0.123 0.124 0.122

---

A structure of composition C36H33BCl2N12O7SW. Source: the OMol25 dataset; level of theory: ωB97M-V with the def2-TZVPD basis set.

Geometry (Å):
1 W -0.58 0.71 -0.84
2 C -6.65 1.55 4.96
3 C -5.90 1.60 3.66
4 C -5.35 0.44 3.11
5 C -4.69 0.47 1.90
6 C -4.55 1.68 1.24
7 C -5.09 2.85 1.76
8 C -5.76 2.80 2.97
9 S -3.69 1.72 -0.30
10 O -3.94 0.50 -1.01
11 O -3.99 2.98 -0.92
12 N -2.09 1.71 0.12
13 C -1.74 2.63 1.20
14 C -0.26 2.94 1.08
15 O 0.30 3.81 1.67
16 O 0.33 2.09 0.25
17 H -6.27 0.76 5.61
18 H -7.71 1.35 4.79
19 H -6.57 2.50 5.50
20 H -5.46 -0.50 3.64
21 H -4.29 -0.44 1.48
22 H -4.98 3.77 1.21
23 H -6.18 3.71 3.38
24 H -1.91 2.16 2.18
25 H -2.31 3.56 1.18
26 N -2.67 -2.14 -1.59
27 C -2.40 -1.85 -0.29
28 N -2.87 -2.50 0.75
29 N -2.35 -1.85 1.82
30 N -1.62 -0.87 1.47
31 N -1.59 -0.85 0.09
32 C -2.30 -1.33 -2.62
33 N -2.55 -1.59 -3.88
34 N -1.98 -0.57 -4.55
35 N -1.40 0.25 -3.76
36 N -1.59 -0.19 -2.48
37 H -3.36 -2.85 -1.78
38 Cl 2.82 2.17 -4.00
39 C 2.50 0.50 -3.73
40 C 3.21 -0.47 -4.48
41 C 3.02 -1.80 -4.26
42 Cl 3.89 -2.95 -5.20
43 C 2.12 -2.25 -3.26
44 C 1.88 -3.59 -2.91
45 C 1.03 -3.87 -1.87
46 C 0.41 -2.82 -1.18
47 N 0.58 -1.56 -1.52
48 C 1.42 -1.27 -2.54
49 C 1.58 0.11 -2.79
50 O 0.85 0.95 -2.05
51 H 3.91 -0.13 -5.23
52 H 2.38 -4.39 -3.44
53 H 0.83 -4.89 -1.56
54 H -0.22 -3.01 -0.32
55 C 5.87 -3.01 4.41
56 C 4.93 -3.70 3.40
57 C 3.92 -4.54 4.18
58 C 5.75 -4.64 2.50
59 C 4.25 -2.64 2.53
60 C 5.04 -1.74 1.80
61 C 4.50 -0.75 0.98
62 C 3.13 -0.70 0.90
63 O 2.33 0.14 0.17
64 B 1.03 -0.29 0.41
65 O 1.01 -1.32 1.33
66 C 2.34 -1.59 1.60
67 C 2.86 -2.56 2.42
68 H 6.31 -3.76 5.07
69 H 5.32 -2.30 5.02
70 H 6.68 -2.48 3.91
71 H 4.45 -5.26 4.80
72 H 3.26 -5.10 3.52
73 H 3.31 -3.92 4.84
74 H 6.26 -5.39 3.11
75 H 6.50 -4.09 1.94
76 H 5.10 -5.15 1.79
77 H 6.11 -1.80 1.89
78 H 5.13 -0.06 0.44
79 H 2.20 -3.22 2.96
80 C -1.10 6.57 -4.53
81 C -1.00 5.30 -3.73
82 C -0.49 4.13 -4.28
83 C -0.44 2.98 -3.52
84 N -0.86 2.92 -2.25
85 C -1.33 4.05 -1.72
86 C -1.41 5.24 -2.41
87 H -0.32 6.62 -5.29
88 H -1.04 7.44 -3.89
89 H -2.06 6.60 -5.05
90 H -0.14 4.10 -5.30
91 H -0.07 2.06 -3.94
92 H -1.67 4.01 -0.70
93 H -1.81 6.12 -1.91

The calculation puts the highest occupied orbital energy at -0.322 Eh. The gap between HOMO and LUMO comes out at 6.62 eV. The electronic energy comes out at -108466.512 eV. The calculation puts the energy above the lowest of the compared OMol25 structures with the same formula, charge and spin at 41.7 kJ/mol.

So, what does the Löwdin scheme give us? The charges, in e, come out as: 1.939 -0.046 -0.260 -0.017 -0.042 -0.291 -0.052 -0.028 0.625 -0.286 -0.277 -0.339 -0.163 -0.570 0.132 -0.195 0.079 0.088 0.078 0.121 0.082 0.115 0.116 0.142 0.124 0.182 -0.481 0.074 -0.029 -0.007 -0.151 -0.460 0.070 -0.033 -0.029 -0.107 0.164 0.785 -0.552 -0.098 -0.587 0.729 -0.146 0.013 0.001 -0.066 0.079 -0.131 -0.312 -0.252 0.112 0.103 0.118 0.125 -0.048 -0.563 -0.071 -0.047 -0.165 -0.028 0.033 -0.182 0.164 -0.556 0.143 -0.166 0.075 0.084 0.093 0.075 0.086 0.085 0.090 0.085 0.078 0.089 0.108 0.124 0.120 -0.038 -0.254 -0.010 -0.149 0.033 -0.109 0.003 0.081 0.080 0.091 0.118 0.061 0.081 0.121

---

A structure of composition C32H50Cl3N6OSSi2Sn. Source: the OMol25 dataset; level of theory: ωB97M-V with the def2-TZVPD basis set.

Geometry (Å):
1 Sn -0.01 0.33 0.21
2 C 4.29 0.57 -1.39
3 C 3.08 0.75 -0.54
4 N 2.06 -0.02 -0.66
5 N 2.15 -1.03 -1.58
6 C 1.03 -1.71 -1.63
7 O -0.02 -1.44 -0.94
8 C 0.99 -2.90 -2.52
9 C 1.86 -3.00 -3.60
10 C 1.83 -4.13 -4.40
11 C 0.95 -5.16 -4.11
12 C 0.09 -5.06 -3.03
13 C 0.09 -3.93 -2.24
14 C 2.99 1.79 0.51
15 C 3.99 2.74 0.72
16 C 3.87 3.64 1.77
17 C 2.76 3.56 2.59
18 C 1.79 2.61 2.30
19 N 1.90 1.75 1.29
20 H 4.59 -0.48 -1.37
21 H 4.04 0.79 -2.43
22 H 5.13 1.19 -1.08
23 H 2.55 -2.20 -3.80
24 H 2.50 -4.21 -5.25
25 H 0.94 -6.05 -4.74
26 H -0.60 -5.87 -2.80
27 H -0.58 -3.83 -1.40
28 H 4.85 2.78 0.07
29 H 4.64 4.38 1.94
30 H 2.62 4.23 3.43
31 H 0.89 2.55 2.89
32 Cl 0.24 -1.34 -6.58
33 C -1.17 -1.24 -5.52
34 Cl -1.72 -2.84 -5.05
35 Cl -2.48 -0.35 -6.33
36 C -0.80 -0.49 -4.32
37 N -0.51 0.15 -3.41
38 C 1.25 -0.62 3.42
39 Si -0.37 -0.92 2.51
40 C -0.54 -2.81 2.28
41 C -0.81 -3.46 3.65
42 C -1.66 -3.24 1.32
43 C 0.80 -3.35 1.77
44 C -1.78 -0.08 3.49
45 C -1.55 -0.27 5.00
46 C -3.16 -0.67 3.13
47 C -1.80 1.42 3.21
48 H 1.34 -1.31 4.27
49 H 1.32 0.39 3.81
50 H 2.12 -0.78 2.77
51 H -1.80 -3.21 4.04
52 H -0.06 -3.18 4.40
53 H -0.76 -4.54 3.54
54 H -2.65 -2.93 1.67
55 H -1.67 -4.33 1.25
56 H -1.53 -2.83 0.32
57 H 1.61 -3.18 2.49
58 H 1.10 -2.89 0.82
59 H 0.73 -4.43 1.61
60 H -1.57 -1.32 5.30
61 H -2.34 0.25 5.55
62 H -0.60 0.16 5.32
63 H -3.26 -1.69 3.47
64 H -3.34 -0.66 2.05
65 H -3.94 -0.08 3.62
66 H -0.90 1.91 3.59
67 H -2.65 1.89 3.72
68 H -1.88 1.65 2.14
69 C -5.91 -1.10 -1.56
70 N -5.56 -0.15 -0.53
71 C -6.57 0.71 0.07
72 C -5.76 1.54 1.08
73 N -4.39 1.30 0.62
74 C -4.32 0.25 -0.23
75 S -2.90 -0.45 -0.79
76 H -6.76 -1.69 -1.23
77 H -5.06 -1.75 -1.74
78 H -6.17 -0.59 -2.49
79 H -7.34 0.11 0.55
80 H -7.05 1.34 -0.69
81 H -5.90 1.20 2.10
82 H -6.00 2.60 1.02
83 H -3.59 1.52 1.19
84 C 1.05 2.85 -2.26
85 Si -0.41 2.56 -1.11
86 C -2.04 2.69 -2.01
87 C -0.42 3.94 0.18
88 H 0.78 3.66 -2.94
89 H 1.29 1.97 -2.85
90 H 1.94 3.16 -1.71
91 H -2.03 3.64 -2.55
92 H -2.89 2.70 -1.32
93 H -2.20 1.88 -2.72
94 H -0.77 4.86 -0.29
95 H 0.57 4.13 0.59
96 H -1.10 3.73 1.01

The calculation puts the highest occupied orbital energy at -0.389 Eh. Its net charge is +1. The gap between HOMO and LUMO comes out at 7.60 eV. The electronic energy comes out at -114970.471 eV. The calculation puts the energy above the lowest of the compared OMol25 structures with the same formula, charge and spin at 35.9 kJ/mol.

So, what does the Löwdin scheme give us? The charges, in e, come out as: 1.050 -0.002 -0.260 -0.058 0.105 -0.463 -0.290 -0.162 -0.039 -0.081 -0.085 -0.089 -0.033 -0.222 0.011 -0.026 -0.028 -0.144 0.033 0.093 0.099 0.067 0.112 0.108 0.109 0.109 0.103 0.110 0.120 0.118 0.096 0.641 -1.601 0.676 0.632 -0.346 0.244 -0.199 0.642 -0.633 -0.089 -0.099 -0.087 -0.638 -0.084 -0.092 -0.116 0.043 0.017 0.033 0.067 0.077 0.093 0.066 0.093 0.024 0.077 0.063 0.095 0.073 0.093 0.076 0.073 0.038 0.088 0.065 0.097 0.026 -0.043 -0.158 -0.101 -0.116 0.027 -0.783 0.697 0.095 0.055 0.099 0.127 0.129 0.116 0.119 0.091 -0.209 0.416 -0.236 -0.213 0.044 0.009 0.023 0.043 0.011 -0.006 0.042 0.012 0.021

---

Q: Among the records above, which one has the highest electronic energy?
A: C37H39N3O11P

---

Q: Which formula does entry 3 have?
A: C36H33BCl2N12O7SW